[1]
{
  "formula": "C17H27NO5",
  "method": "ωB97M-V/def2-TZVPD",
  "total_charge": 0,
  "homo_energy_ev": -8.7,
  "spin_multiplicity": 1,
  "gap_ev": 9.13,
  "smiles": "CCCC/C(NCCO)=C1/C(=O)CC(C)(C)[C@H](C(=O)OC)C1=O",
  "de_lowest_kcal_mol": 32.57,
  "species": ["O", "O", "O", "O", "O", "N", "C", "C", "C", "C", "C", "C", "C", "C", "C", "C", "C", "C", "C", "C", "C", "C", "C", "H", "H", "H", "H", "H", "H", "H", "H", "H", "H", "H", "H", "H", "H", "H", "H", "H", "H", "H", "H", "H", "H", "H", "H", "H", "H", "H"],
  "positions_angstrom": [[-1.070, 0.229, 2.465], [-2.586, 1.215, 0.215], [-4.452, 0.102, 0.739], [6.195, -0.568, 0.048], [1.291, -2.680, -0.323], [2.566, -0.689, 0.611], [-1.046, -2.900, -0.026], [0.678, 2.177, 0.627], [-3.368, 2.367, -0.067], [0.236, -0.926, 0.866], [1.398, 1.213, 1.583], [-3.256, 0.138, 0.636], [1.344, 2.271, -0.744], [1.420, -0.177, 1.028], [-1.899, -1.126, -1.579], [-2.329, -1.034, 0.922], [3.872, -0.082, 0.608], [-3.494, -2.731, -0.516], [0.533, 3.145, -1.693], [-1.011, -0.499, 1.489], [4.892, -1.087, 0.055], [0.264, -2.173, 0.145], [-2.200, -1.940, -0.317], [6.241, 0.175, -0.564], [4.174, 0.199, 1.623], [-2.666, 3.163, -0.303], [4.928, -1.968, 0.700], [1.022, 3.220, -2.661], [-0.458, 2.721, -1.841], [-4.345, -2.058, -0.585], [-3.440, -3.318, -1.430], [-0.928, -3.629, -0.830], [2.460, -1.619, 0.166], [-3.973, 2.633, 0.801], [-1.087, -0.424, -1.408], [0.421, 4.148, -1.286], [-1.248, -3.451, 0.897], [-2.779, -0.567, -1.891], [0.659, 3.167, 1.088], [3.880, 0.822, -0.016], [-3.665, -3.408, 0.318], [2.412, 1.567, 1.764], [1.437, 1.270, -1.175], [-4.032, 2.176, -0.913], [-2.812, -1.607, 1.722], [2.348, 2.690, -0.638], [0.852, 1.202, 2.526], [4.585, -1.404, -0.952], [-1.615, -1.792, -2.391], [-0.352, 1.847, 0.504]],
  "forces_ev_per_a": [[-0.2, 0.1, 0.0], [0.3, 0.0, -0.1], [-0.1, 0.0, 0.0], [0.3, 0.3, 0.0], [0.1, -0.2, -0.1], [-0.2, -0.3, -0.2], [0.0, 0.0, -0.1], [0.2, -0.2, -0.2], [-0.3, 0.2, 0.0], [0.1, -0.1, 0.0], [0.0, 0.2, 0.2], [0.0, -0.2, 0.3], [-0.2, 0.2, 0.1], [0.1, 0.0, 0.1], [0.0, -0.1, 0.1], [-0.2, 0.2, 0.0], [0.5, 0.2, 0.1], [0.2, 0.1, 0.0], [0.2, -0.1, 0.0], [0.1, -0.3, 0.1], [-0.4, 0.0, 0.0], [-0.2, 0.0, 0.0], [-0.1, -0.1, 0.0], [0.0, -0.1, 0.0], [0.0, 0.0, -0.2], [0.0, 0.0, 0.0], [-0.1, 0.0, -0.1], [0.0, 0.1, -0.1], [-0.1, 0.0, 0.0], [-0.1, 0.0, 0.0], [0.0, -0.1, -0.1], [0.0, 0.0, 0.0], [-0.1, 0.2, 0.1], [0.0, 0.0, -0.1], [0.1, 0.1, -0.1], [0.0, 0.1, 0.0], [0.0, 0.0, 0.0], [-0.1, 0.1, -0.1], [-0.1, 0.0, 0.0], [0.0, -0.1, 0.1], [0.0, -0.1, 0.1], [0.0, 0.0, 0.0], [0.1, -0.1, 0.0], [0.0, 0.1, 0.1], [0.1, 0.1, -0.1], [0.1, -0.1, 0.0], [0.2, 0.0, -0.1], [0.0, 0.0, 0.1], [0.0, -0.1, -0.1], [0.0, 0.1, 0.0]],
  "mulliken_charge": [-0.685, -0.142, -0.623, -0.534, -0.852, -0.127, -1.313, 0.482, -0.961, 0.264, -1.206, -0.439, -0.210, -0.675, -1.547, 1.125, -0.484, -2.042, -1.469, -0.257, -0.687, 1.531, 1.484, 0.315, 0.309, 0.266, 0.356, 0.415, 0.235, 0.367, 0.465, 0.435, 0.597, 0.350, 0.084, 0.364, 0.386, 0.432, 0.626, 0.178, 0.423, 0.528, 0.244, 0.324, 0.627, 0.345, 0.465, 0.375, 0.480, -0.625]
}


[2]
{
  "formula": "C10H18N2O3",
  "method": "ωB97M-V/def2-TZVPD",
  "total_charge": 0,
  "homo_energy_ev": -8.9,
  "spin_multiplicity": 1,
  "gap_ev": 9.36,
  "smiles": "CC(C)[C@H](N)C(=O)N1CCC[C@H]1C(=O)O",
  "de_lowest_kcal_mol": 51.79,
  "species": ["O", "O", "O", "N", "N", "C", "C", "C", "C", "C", "C", "C", "C", "C", "C", "H", "H", "H", "H", "H", "H", "H", "H", "H", "H", "H", "H", "H", "H", "H", "H", "H", "H"],
  "positions_angstrom": [[1.209, -0.515, -1.765], [1.858, 3.509, 0.734], [2.712, 2.139, -0.874], [-1.440, -0.344, -2.686], [0.747, 0.087, 0.398], [-2.013, -0.955, -0.311], [1.931, 2.348, 0.031], [-1.200, -0.069, -1.272], [0.457, -0.241, -0.925], [1.017, 1.462, 0.872], [1.711, 1.197, 2.239], [-1.643, -2.443, -0.571], [2.535, -0.083, 1.986], [1.655, -0.846, 0.998], [-3.436, -0.697, -0.632], [-1.203, 0.501, -3.222], [2.407, 2.045, 2.507], [1.050, -1.628, 1.432], [-2.152, -3.106, 0.148], [-0.597, -2.514, -0.581], [-1.966, -2.658, -1.630], [-1.360, 0.982, -1.100], [2.777, -0.683, 2.868], [3.491, 0.166, 1.540], [-4.210, -0.823, 0.110], [-3.626, 0.357, -1.041], [2.342, -1.271, 0.227], [-1.867, -0.649, 0.708], [2.133, 4.274, 0.259], [-0.011, 1.817, 1.027], [-3.650, -1.321, -1.525], [0.987, 0.922, 3.015], [-0.649, -0.958, -2.967]],
  "forces_ev_per_a": [[2.4, -1.6, -2.3], [-0.7, -0.1, 0.2], [-1.7, 0.1, 1.1], [1.3, -0.1, -0.3], [0.9, 0.2, 0.6], [0.4, -0.1, -0.8], [1.0, 0.2, 0.2], [3.1, -0.6, 0.4], [-5.5, 2.6, 0.8], [-1.1, -2.1, -0.1], [1.3, 0.1, 0.2], [-2.0, 1.0, -0.7], [-0.4, 0.1, -0.1], [2.0, -1.0, -0.5], [-1.9, 1.2, -2.5], [-0.4, -0.3, 0.3], [-1.2, -0.9, 0.1], [0.2, -0.5, 0.4], [0.4, 0.1, -0.4], [1.5, -0.6, 0.4], [0.1, -0.1, 1.1], [-0.4, 0.5, 0.4], [-0.3, 0.3, 0.1], [0.1, 0.1, -0.3], [0.1, -0.5, 0.5], [0.5, -1.2, 0.7], [-0.6, -0.1, 0.5], [0.7, 0.0, 0.6], [0.8, 0.8, -0.9], [0.7, 1.1, -0.2], [-0.4, 0.3, 0.6], [0.0, 0.7, -0.2], [-0.8, 0.2, 0.1]],
  "mulliken_charge": [-0.521, -0.445, -0.530, -0.698, 0.446, 0.413, 0.258, -0.571, -0.111, 0.121, -0.737, -1.508, -0.746, -0.640, -1.429, 0.330, 0.326, 0.417, 0.342, 0.431, 0.393, 0.698, 0.371, 0.305, 0.369, 0.315, 0.286, 0.414, 0.338, 0.339, 0.325, 0.369, 0.329]
}


[3]
{
  "formula": "C4H7NO",
  "method": "ωB97M-V/def2-TZVPD",
  "total_charge": 0,
  "homo_energy_ev": -9.6,
  "spin_multiplicity": 1,
  "gap_ev": 10.75,
  "smiles": "C1N[C@H]1[C@H]1CO1",
  "de_lowest_kcal_mol": 70.11,
  "species": ["O", "N", "C", "C", "C", "C", "H", "H", "H", "H", "H", "H", "H"],
  "positions_angstrom": [[1.179, -0.329, 1.162], [-1.371, 0.801, 0.569], [0.739, -0.425, -0.188], [1.969, 0.286, 0.153], [-1.820, -0.353, -0.201], [-0.535, 0.309, -0.518], [1.975, 1.375, 0.147], [-2.694, -0.188, -0.827], [-0.964, 0.502, 1.453], [0.835, -1.427, -0.607], [2.934, -0.189, -0.020], [-1.768, -1.341, 0.255], [-0.480, 0.978, -1.376]],
  "forces_ev_per_a": [[0.0, -0.1, 0.2], [0.1, 0.1, 0.2], [-0.1, 0.0, -0.2], [0.2, 0.1, -0.1], [-0.2, -0.2, -0.1], [0.1, 0.0, -0.2], [-0.1, -0.1, 0.1], [0.1, 0.0, 0.1], [0.0, 0.1, -0.1], [0.0, 0.1, 0.0], [-0.1, 0.1, 0.0], [0.0, 0.2, 0.0], [0.0, -0.1, 0.1]],
  "mulliken_charge": [-0.446, -0.610, 0.013, -0.394, -0.491, -0.111, 0.239, 0.257, 0.305, 0.376, 0.256, 0.245, 0.363]
}


[4]
{
  "formula": "C20H20MgN6O6",
  "method": "ωB97M-V/def2-TZVPD",
  "total_charge": 0,
  "homo_energy_ev": -8.0,
  "spin_multiplicity": 1,
  "gap_ev": 2.42,
  "species": ["Mg", "O", "O", "O", "O", "O", "O", "N", "N", "N", "N", "N", "N", "C", "C", "C", "C", "C", "C", "C", "C", "C", "C", "C", "C", "C", "C", "C", "C", "C", "C", "C", "C", "H", "H", "H", "H", "H", "H", "H", "H", "H", "H", "H", "H", "H", "H", "H", "H", "H", "H", "H", "H"],
  "positions_angstrom": [[0.065, -0.105, -0.081], [5.331, -1.312, -1.697], [-4.007, -0.407, -0.782], [-5.730, -1.444, -1.388], [4.099, -0.203, -0.418], [6.179, -0.278, -0.110], [-5.526, 0.687, -1.723], [0.253, 4.609, -0.386], [5.235, -0.608, -0.759], [-0.139, 0.541, 4.402], [-0.023, -0.532, -4.677], [0.038, -4.363, 0.936], [-5.116, -0.407, -1.316], [-0.742, 0.245, -5.505], [1.319, 6.728, -1.124], [-0.998, 0.152, -6.865], [-0.696, 6.740, 0.339], [0.917, 1.202, 6.497], [0.880, -4.890, 1.910], [1.171, 5.369, -1.117], [-1.343, 0.398, 5.129], [0.289, 7.444, -0.433], [-1.432, 0.668, 6.495], [-0.319, 1.089, 7.216], [-0.792, -6.716, 0.831], [0.901, 0.864, 5.156], [-0.335, -0.896, -7.472], [-0.618, 5.346, 0.331], [0.793, -6.187, 2.427], [0.576, -1.674, -6.778], [-0.053, -7.108, 1.868], [0.706, -1.519, -5.379], [-0.781, -5.372, 0.403], [-1.420, -5.079, -0.417], [-1.350, 4.835, 0.939], [1.149, -2.364, -7.379], [0.352, 8.520, -0.501], [1.432, -6.539, 3.223], [-1.244, 1.044, -4.979], [-2.388, 0.364, 6.893], [1.848, 0.991, 4.651], [-0.412, -1.113, -8.527], [-1.316, -7.507, 0.315], [1.820, 1.579, 6.953], [2.084, 7.239, -1.689], [-2.222, 0.204, 4.532], [-0.313, 1.336, 8.267], [-0.161, -8.093, 2.296], [-1.684, 0.836, -7.342], [-1.344, 7.319, 0.980], [2.018, 4.858, -1.551], [1.382, -2.217, -4.908], [1.667, -4.272, 2.314]],
  "forces_ev_per_a": [[0.1, -0.1, -0.2], [0.2, -2.5, -3.5], [2.2, -0.5, 1.0], [-0.9, -0.9, -0.3], [-1.6, 0.8, 0.8], [2.1, 1.1, 1.8], [-0.6, -0.2, -0.3], [0.8, 2.3, -0.7], [-1.3, 0.7, 1.0], [-2.6, -0.6, 1.8], [1.8, -2.0, -2.6], [0.0, -3.7, 0.6], [-0.3, 1.6, -0.3], [-0.7, 0.7, 1.5], [-2.9, 0.9, 1.0], [0.8, -1.1, 0.6], [2.6, 1.1, -1.5], [-2.5, -0.2, 1.1], [-1.1, 0.1, -0.7], [0.2, -1.7, 1.5], [2.9, 1.2, -1.0], [0.3, -1.3, 0.2], [-0.2, -1.0, -0.8], [1.9, 0.1, -1.2], [-1.2, 1.1, -2.2], [0.8, 0.7, -0.4], [0.2, 0.3, -0.9], [0.0, 0.0, -0.4], [0.7, 0.6, 0.1], [-0.3, 0.4, 1.3], [0.7, -0.3, 1.8], [-1.5, 1.4, -0.8], [1.3, 1.1, 0.8], [-0.1, 0.2, 0.0], [0.0, -0.5, 0.0], [0.2, -0.3, 0.5], [-0.4, 0.2, 0.3], [0.2, 0.5, 0.1], [-0.1, 0.2, 0.2], [0.0, 0.6, 0.7], [0.1, -0.2, -0.4], [-0.3, 0.2, -0.2], [-0.6, 0.5, -0.3], [0.0, -0.2, 0.1], [0.1, -0.1, 0.1], [0.0, -0.3, 0.1], [-0.4, -0.1, 0.1], [0.2, -0.2, -0.1], [0.1, -0.1, -0.1], [-0.3, -0.3, -0.1], [-0.4, -0.8, -0.3], [-0.1, 0.3, 0.8], [-0.2, 0.5, -0.1]],
  "mulliken_charge": [1.149, -0.571, -0.575, -0.541, -0.585, -0.548, -0.556, -0.440, 1.121, -0.405, -0.414, -0.344, 1.063, -0.077, -0.347, -0.477, -0.434, -0.324, -0.249, -0.223, -0.213, -0.174, -0.394, -0.253, -0.332, -0.164, -0.156, -0.091, -0.319, -0.282, -0.193, -0.282, -0.242, 0.339, 0.336, 0.336, 0.349, 0.330, 0.316, 0.332, 0.325, 0.338, 0.329, 0.366, 0.369, 0.360, 0.380, 0.371, 0.371, 0.348, 0.315, 0.336, 0.324]
}


[5]
{
  "formula": "C8H26AgBrN4O5",
  "method": "ωB97M-V/def2-TZVPD",
  "total_charge": 0,
  "homo_energy_ev": -7.4,
  "spin_multiplicity": 1,
  "gap_ev": 7.71,
  "species": ["Ag", "Br", "O", "O", "O", "O", "O", "N", "N", "N", "N", "C", "C", "C", "C", "C", "C", "C", "C", "H", "H", "H", "H", "H", "H", "H", "H", "H", "H", "H", "H", "H", "H", "H", "H", "H", "H", "H", "H", "H", "H", "H", "H", "H", "H"],
  "positions_angstrom": [[9.124, 8.292, 7.757], [10.041, 10.727, 6.328], [10.315, 6.657, 6.626], [6.809, 8.587, 7.776], [9.375, 6.323, 9.868], [9.549, 9.173, 9.979], [7.857, 7.138, 5.157], [5.168, 7.656, 8.939], [8.702, 10.631, 11.503], [9.022, 11.205, 9.450], [5.792, 6.687, 7.228], [8.531, 6.167, 10.928], [9.303, 5.879, 12.190], [11.396, 4.774, 5.643], [7.685, 5.013, 10.327], [11.499, 5.957, 6.671], [12.624, 6.999, 6.368], [9.070, 10.243, 10.291], [6.020, 7.678, 7.992], [6.316, 6.683, 6.364], [11.708, 5.526, 7.650], [12.422, 8.007, 6.730], [11.163, 5.138, 4.642], [13.012, 7.130, 5.357], [10.197, 6.803, 5.685], [9.837, 5.497, 9.706], [8.553, 12.087, 9.603], [8.787, 11.624, 11.669], [5.088, 8.395, 9.622], [10.332, 6.235, 12.237], [10.639, 4.036, 5.907], [7.417, 7.963, 5.363], [9.292, 4.823, 12.461], [13.584, 6.807, 6.846], [6.705, 4.839, 10.771], [9.220, 10.944, 8.495], [7.400, 5.208, 9.293], [8.720, 6.295, 13.012], [8.151, 4.029, 10.383], [8.320, 7.311, 4.337], [5.267, 5.884, 7.543], [4.528, 6.874, 8.923], [12.324, 4.211, 5.547], [8.902, 9.996, 12.262], [7.946, 7.084, 11.002]],
  "forces_ev_per_a": [[0.5, 0.7, 0.1], [-0.2, -0.7, 0.0], [-1.5, -0.2, 0.1], [0.9, 0.9, -0.3], [2.8, 1.7, -2.1], [0.0, -2.5, 0.3], [-0.1, -0.4, 0.0], [-3.3, 0.6, 5.2], [-0.9, -0.2, 3.2], [-0.6, 3.2, -3.3], [0.6, -4.3, -4.7], [-1.0, -1.7, -0.9], [-1.1, -0.5, 1.4], [0.6, 0.3, 0.5], [-2.0, -0.4, 1.3], [2.5, -0.5, -1.4], [1.4, -0.2, 0.3], [1.1, -0.3, 0.3], [1.3, 2.8, -0.2], [0.0, -0.9, 0.0], [-0.5, 0.2, 0.2], [-0.8, -0.1, 0.0], [0.0, 0.2, -0.1], [-0.9, -0.3, -0.6], [-0.6, 0.4, 0.0], [0.1, -0.1, 0.0], [0.1, -0.4, 0.0], [-0.1, -0.4, 0.4], [0.1, -0.3, -0.1], [-0.2, 0.3, -0.3], [-0.2, 0.3, 0.3], [0.1, 0.7, 0.2], [0.3, -0.3, -0.4], [0.0, -0.7, 0.5], [-0.2, 0.1, 0.6], [0.3, 0.4, -0.6], [0.5, 0.3, -0.1], [0.3, 0.3, 0.3], [0.5, 0.1, 0.0], [0.0, 0.1, -0.3], [0.3, 0.2, -0.5], [-0.2, 0.7, 0.7], [0.2, 0.2, 0.1], [0.0, 0.3, 0.0], [0.0, 0.0, 0.0]],
  "mulliken_charge": [0.953, -0.810, -0.087, -0.888, -0.396, -0.688, -0.693, -0.346, -0.447, -0.211, -0.243, 0.721, -1.636, -1.455, -1.379, 0.513, -1.357, 0.666, 0.653, 0.237, 0.307, 0.302, 0.397, 0.348, 0.041, 0.228, 0.155, 0.177, 0.236, 0.338, 0.338, 0.295, 0.388, 0.412, 0.412, -0.047, 0.232, 0.400, 0.457, 0.290, 0.175, 0.113, 0.398, 0.268, 0.234]
}


| no. | electronic energy (Ha) |
| --- | --- |
| 1 | -1094.9667 |
| 2 | -727.0354 |
| 3 | -286.5199 |
| 4 | -1753.6055 |
| 5 | -3636.6459 |